1 | Molecular formula: C11H17NO
Method: DFT, ωB97M-V/def2-TZVPD

Results
total charge = 0
SMILES = CCOC(=C=N)CCCC1=CCC1

CARTESIAN COORDINATES (ANGSTROEM)
C (-2.382, -1.608, -1.123)
C (-3.144, -0.596, -0.192)
O (-2.447, 0.556, 0.148)
C (-1.471, 0.470, 1.149)
C (-1.323, -0.421, 2.046)
N (-1.177, -1.324, 2.856)
C (-0.946, 1.856, 1.398)
C (0.565, 1.977, 1.096)
C (0.682, 1.566, -0.492)
C (1.826, 0.515, -0.658)
C (3.027, 0.476, -1.246)
C (3.376, -0.831, -0.655)
C (2.143, -0.908, 0.063)
H (-1.674, -2.122, -0.558)
H (-3.181, -2.180, -1.410)
H (-2.015, -0.955, -1.922)
H (-3.320, -1.185, 0.739)
H (-4.011, -0.179, -0.660)
H (-0.334, -1.852, 2.652)
H (-1.038, 2.134, 2.456)
H (-1.504, 2.560, 0.854)
H (0.969, 2.997, 1.273)
H (1.197, 1.221, 1.674)
H (-0.282, 1.166, -0.895)
H (0.993, 2.417, -1.179)
H (3.449, 1.183, -1.873)
H (4.287, -0.931, 0.013)
H (3.601, -1.614, -1.360)
H (1.394, -1.598, -0.208)
H (2.151, -0.985, 1.190)

Atom charges from the Löwdin analysis, given in e for atoms 1 to 5:
1. C -0.029
2. C -0.243
3. O -0.084
4. C -0.299
5. C -0.142

***

2 | Molecular formula: C11H17NO
Method: DFT, ωB97M-V/def2-TZVPD

Results
total charge = 0

CARTESIAN COORDINATES (ANGSTROEM)
C (0.519, -1.612, -0.719)
C (-1.432, 0.847, -1.904)
C (-2.799, 0.056, 0.038)
C (-2.442, 1.275, -0.819)
C (-1.022, 1.131, -0.443)
C (-1.331, -0.119, 0.356)
C (-0.508, -1.328, 0.115)
C (2.213, 0.106, 0.045)
C (-1.103, -2.576, 0.704)
C (1.682, -0.005, 1.487)
C (3.453, 0.975, -0.081)
N (1.525, -0.338, -0.978)
O (1.058, -2.614, -1.151)
H (-1.444, -0.194, -2.188)
H (-1.184, 1.497, -2.707)
H (-3.455, 0.244, 0.911)
H (-3.121, -0.861, -0.499)
H (-2.953, 2.236, -0.735)
H (-0.204, 1.825, -0.153)
H (-1.075, 0.125, 1.336)
H (-1.025, -2.473, 1.795)
H (-0.397, -3.502, 0.348)
H (-2.181, -2.725, 0.499)
H (2.514, -0.181, 2.106)
H (0.869, -0.689, 1.418)
H (1.267, 0.938, 1.820)
H (3.891, 1.029, -1.029)
H (4.174, 0.677, 0.622)
H (3.196, 2.037, 0.251)
H (2.142, -0.490, -1.799)

Atom charges from the Löwdin analysis, given in e for atoms 1 to 5:
1. C -0.443
2. C -0.032
3. C -0.089
4. C -0.196
5. C -0.223

***

Energies, relative to the best one, in kJ/mol: 1 36.5; 2 0.0.

***

1 | Molecular formula: C3H9O3
Method: DFT, ωB97M-V/def2-TZVPD

Results
total charge = -1

CARTESIAN COORDINATES (ANGSTROEM)
C (1.166, 0.285, 0.905)
C (1.578, -0.977, 0.158)
O (1.139, -0.980, -1.219)
C (-0.320, 0.696, 0.496)
O (-1.042, -0.356, -0.037)
H (1.178, 0.200, 1.995)
H (1.941, 1.050, 0.782)
H (1.251, -1.880, 0.678)
H (2.634, -1.042, -0.044)
H (0.117, -0.940, -0.950)
H (-0.339, 1.590, -0.146)
H (-0.718, 0.919, 1.497)
H (-2.617, 0.413, -0.646)
H (-2.703, 0.387, -2.107)
O (-3.264, 0.638, -1.363)

Atom charges from the Löwdin analysis, given in e for atoms 1 to 5:
1. C -0.181
2. C -0.317
3. O -0.181
4. C -0.402
5. O -0.348

***

2 | Molecular formula: C3H9O3
Method: DFT, ωB97M-V/def2-TZVPD

Results
total charge = -1

CARTESIAN COORDINATES (ANGSTROEM)
C (-0.275, 1.102, -0.659)
O (-1.434, 0.761, -0.308)
C (0.745, 0.672, 0.643)
C (1.090, -0.693, 0.339)
O (1.896, -1.326, 1.304)
H (0.004, 0.940, -1.704)
H (-0.028, 2.237, -0.526)
H (0.011, 0.837, 1.562)
H (1.496, 1.479, 0.773)
H (0.191, -1.320, 0.399)
H (1.556, -0.913, -0.708)
H (2.350, -0.604, 1.827)
H (-3.013, -1.535, -0.612)
H (-2.006, -0.373, -0.958)
O (-2.583, -1.265, -1.373)

Atom charges from the Löwdin analysis, given in e for atoms 1 to 5:
1. C -0.494
2. O -0.245
3. C -0.198
4. C -0.380
5. O -0.131

***

Energies, relative to the best one, in kJ/mol: 1 0.0; 2 130.9.

***

1 | Molecular formula: CH3N5
Method: DFT, ωB97M-V/def2-TZVPD

Results
total charge = 0
SMILES = Nn1cnnn1

CARTESIAN COORDINATES (ANGSTROEM)
N (1.251, 0.482, -0.631)
N (0.132, 0.007, -0.214)
C (-0.173, -0.756, 0.902)
N (-1.461, -0.611, 1.220)
N (-1.896, 0.031, 0.063)
N (-0.976, 0.319, -0.665)
H (1.280, 1.369, -0.409)
H (1.223, 0.202, -1.681)
H (0.620, -1.043, 1.415)

Atom charges from the Löwdin analysis, given in e for atoms 1 to 5:
1. N 0.125
2. N -0.286
3. C -0.098
4. N 0.064
5. N -0.044

***

2 | Molecular formula: CH3N5
Method: DFT, ωB97M-V/def2-TZVPD

Results
total charge = 0
SMILES = Nc1nnn[nH]1

CARTESIAN COORDINATES (ANGSTROEM)
N (-1.614, 0.031, -0.077)
C (-0.260, -0.139, -0.226)
N (0.356, -1.198, -0.146)
N (1.739, -0.883, 0.005)
N (1.831, 0.392, 0.031)
N (0.721, 0.891, -0.164)
H (-1.704, 0.276, 1.107)
H (-1.628, -1.110, -0.206)
H (0.560, 1.740, -0.323)

Atom charges from the Löwdin analysis, given in e for atoms 1 to 5:
1. N 0.056
2. C -0.575
3. N 0.062
4. N 0.009
5. N -0.039

***

Energies, relative to the best one, in kJ/mol: 1 36.6; 2 0.0.

***

1 | Molecular formula: CH2F2N2
Method: DFT, ωB97M-V/def2-TZVPD

Results
total charge = 0

CARTESIAN COORDINATES (ANGSTROEM)
C (0.574, -0.596, -0.379)
N (-0.033, 0.231, 0.468)
N (-1.176, 0.774, 0.727)
F (1.868, -0.711, -0.358)
F (0.041, -0.634, -1.647)
H (0.486, 0.146, 1.407)
H (-1.760, 0.790, -0.218)

Atom charges from the Löwdin analysis, given in e for atoms 1 to 5:
1. C -0.381
2. N -0.124
3. N 0.010
4. F 0.140
5. F 0.067

***

2 | Molecular formula: CH2F2N2
Method: DFT, ωB97M-V/def2-TZVPD

Results
total charge = 0
SMILES = [H]/N=C/N(F)F

CARTESIAN COORDINATES (ANGSTROEM)
H (-0.245, 0.104, -1.153)
N (-0.514, 0.731, -0.328)
C (-0.036, 0.267, 0.680)
N (-0.644, 1.010, 2.148)
F (-1.786, 0.225, 2.298)
F (-1.177, 2.191, 1.665)
H (0.447, -0.612, 0.909)

Atom charges from the Löwdin analysis, given in e for atoms 1 to 5:
1. H 0.112
2. N 0.118
3. C -0.123
4. N -0.035
5. F -0.079

***

Energies, relative to the best one, in kJ/mol: 1 0.0; 2 167.0.